{
  "formula": "C29H40I2NO5P2",
  "method": "the ωB97M-V functional and the def2-TZVPD basis",
  "charge": -1,
  "homo_lumo_gap_ha": 0.240,
  "lumo_ha": 0.0671,
  "mol_weight_g_mol": 798.40,
  "elements": ["C", "C", "P", "N", "C", "C", "C", "C", "C", "C", "C", "C", "C", "C", "O", "C", "C", "I", "C", "C", "I", "C", "O", "P", "O", "O", "O", "H", "H", "H", "H", "H", "H", "H", "H", "H", "H", "H", "H", "H", "H", "H", "H", "H", "H", "H", "H", "H", "H", "H", "H", "H", "H", "H", "H", "C", "C", "C", "C", "C", "C", "H", "H", "H", "H", "H", "H", "C", "C", "C", "C", "C", "C", "H", "H", "H", "H", "H", "H"],
  "positions_angstrom": [[2.94901, 0.66680, 2.89985], [2.12752, 0.92630, 1.55940], [0.68316, -0.30305, 1.18378], [0.14205, 1.00874, 0.07527], [1.50362, -1.87203, 1.95318], [1.13834, -2.16547, 3.48905], [-0.42222, 0.16301, 2.67162], [-1.36394, 1.46099, 2.43706], [-2.72147, 1.16932, 1.65991], [-3.14208, 1.72444, 0.28553], [-4.55046, 1.37279, -0.32330], [-5.54232, 0.48711, 0.46489], [-5.15224, -0.11284, 1.85269], [-3.76005, 0.24989, 2.40732], [1.71430, -0.74917, -0.20779], [0.94760, -1.32845, -1.30731], [2.03842, -2.29455, -1.97591], [3.86792, -2.76696, -0.83585], [1.97442, -2.87548, -3.26724], [3.10076, -3.84158, -3.90372], [0.25475, -2.47252, -4.56787], [-0.42358, -1.94482, -0.70497], [-0.51160, -3.39634, -0.58007], [-2.10761, -1.49301, -1.48452], [-1.94061, -0.52285, -2.90126], [-3.10974, -2.86848, -1.73337], [-0.59396, -1.39996, 0.63764], [2.34701, 0.62008, 3.86607], [3.66401, 1.57397, 3.03052], [3.64769, -0.24736, 2.88425], [2.80350, 0.99351, 0.63079], [1.63073, 1.96642, 1.65816], [-0.72387, 0.78561, -0.42849], [0.89167, 1.34533, -0.53553], [2.65468, -1.88014, 1.82584], [1.16257, -2.81950, 1.37999], [1.38414, -1.33258, 4.22332], [0.02571, -2.47325, 3.56543], [1.72297, -3.11423, 3.81082], [-1.15866, -0.70881, 2.85913], [0.17487, 0.42862, 3.62573], [-0.78833, 2.38112, 2.05503], [-1.69379, 1.76952, 3.50869], [-2.42275, 2.39302, -0.28805], [-4.84767, 1.78974, -1.35196], [-6.57663, 0.24743, 0.05999], [-5.89237, -0.76231, 2.45002], [-3.47205, -0.16057, 3.44256], [0.76211, -0.53936, -2.13082], [3.52665, -4.58836, -3.15653], [3.91502, -3.25214, -4.46964], [2.55756, -4.47293, -4.70786], [0.37846, -3.78902, -0.44090], [-2.23185, -1.09872, -3.65024], [-3.20190, -3.10674, -2.68391], [5.30722, 4.63480, 3.34794], [6.59989, 5.05775, 3.05453], [7.61581, 4.89436, 3.99124], [7.34063, 4.29860, 5.21855], [6.04859, 3.87229, 5.51035], [5.03089, 4.04409, 4.57722], [4.51463, 4.76524, 2.61875], [6.81570, 5.51599, 2.09482], [8.62229, 5.23024, 3.76472], [8.13367, 4.16659, 5.94726], [5.83446, 3.40618, 6.46669], [4.02281, 3.71654, 4.80696], [-5.55310, -0.77004, -7.35506], [-4.33176, -1.33389, -7.00088], [-4.04523, -1.59086, -5.66386], [-4.98496, -1.29253, -4.68072], [-6.20773, -0.73205, -5.03570], [-6.49062, -0.46669, -6.37189], [-5.77505, -0.56660, -8.39745], [-3.60187, -1.57268, -7.76760], [-3.08907, -2.02502, -5.38712], [-4.76395, -1.49696, -3.63783], [-6.94067, -0.50098, -4.26967], [-7.44203, -0.02455, -6.64766]],
  "lowdin_charge": [-0.175, -0.299, 0.562, -0.104, -0.305, -0.178, -0.242, -0.228, -0.166, -0.050, -0.092, -0.113, -0.088, -0.040, -0.476, -0.324, -0.560, 0.883, -0.710, -0.232, 0.839, -0.569, -0.080, 1.004, -0.393, -0.313, -0.316, 0.047, 0.050, 0.068, 0.088, 0.074, 0.002, 0.042, 0.029, 0.074, 0.043, 0.073, 0.064, 0.081, 0.078, 0.098, 0.101, 0.087, 0.079, 0.065, 0.080, 0.093, 0.126, 0.031, 0.085, 0.048, 0.086, -0.054, 0.034, -0.092, -0.100, -0.107, -0.106, -0.098, -0.097, 0.104, 0.098, 0.095, 0.095, 0.099, 0.101, -0.102, -0.092, -0.095, -0.082, -0.086, -0.099, 0.097, 0.101, 0.070, 0.091, 0.103, 0.098]
}

---

{
  "formula": "C29H40IrP",
  "method": "the ωB97M-V functional and the def2-TZVPD basis",
  "multiplicity": 6,
  "charge": 1,
  "homo_lumo_gap_ha": [0.235, 0.239],
  "lumo_ha": [-0.0910, -0.1854],
  "mol_weight_g_mol": 611.83,
  "elements": ["C", "C", "C", "C", "C", "Ir", "C", "C", "H", "C", "H", "H", "C", "H", "H", "H", "C", "H", "H", "H", "C", "H", "H", "H", "C", "H", "H", "H", "C", "H", "H", "H", "C", "H", "H", "H", "C", "H", "H", "H", "C", "C", "C", "C", "H", "C", "H", "C", "H", "H", "H", "C", "P", "C", "C", "C", "C", "C", "C", "C", "H", "H", "H", "H", "H", "H", "H", "H", "H", "H", "H"],
  "positions_angstrom": [[-1.19963, -0.85489, -1.48371], [-0.10770, -1.82801, -1.55795], [0.89550, -1.34752, -2.40743], [0.50314, -0.11282, -2.96185], [-0.77359, 0.27431, -2.41080], [-0.47737, 0.69392, -0.41329], [2.50504, 1.93273, 0.15788], [1.17515, 2.20650, 0.47558], [0.92899, 2.21017, 1.56329], [0.15067, 2.59669, -0.61746], [0.74227, 2.80536, -1.52935], [-0.44610, 3.40082, -0.20862], [3.60271, 2.11207, 1.28424], [3.29404, 1.66791, 2.27006], [4.56125, 1.57621, 1.02666], [3.75861, 3.24987, 1.37070], [3.04394, 1.62712, -1.28395], [2.41182, 0.85840, -1.82848], [3.09483, 2.63032, -1.85539], [4.06174, 1.13467, -1.26415], [-0.20528, -3.19005, -1.00301], [-0.85806, -3.20399, -0.12030], [-0.63586, -3.89154, -1.74209], [0.77057, -3.58838, -0.71427], [2.16027, -2.07173, -2.73462], [2.50572, -2.67849, -1.88868], [2.00843, -2.75191, -3.58880], [2.96543, -1.37609, -3.00583], [1.16826, 0.63107, -4.05380], [2.23769, 0.39884, -4.11538], [0.72363, 0.38126, -5.03155], [1.05705, 1.71531, -3.91284], [-1.76297, 1.16505, -3.07891], [-1.24416, 1.95838, -3.63084], [-2.39270, 0.59729, -3.78147], [-2.40199, 1.62588, -2.31466], [-2.62734, -1.29316, -1.47292], [-3.29480, -0.42770, -1.49264], [-2.84619, -1.91241, -2.35711], [-2.81996, -1.89360, -0.57924], [1.86337, -1.99655, 1.24398], [2.51921, -1.01518, 0.66872], [2.05085, -3.27226, 1.51297], [3.89985, -1.24276, 0.41813], [2.16870, 0.21306, 0.41016], [3.49897, -3.63025, 1.19263], [1.08837, -3.93663, 1.93514], [4.36309, -2.60873, 0.69098], [4.64740, -0.57976, 0.07841], [3.76095, -4.67340, 1.38962], [5.41707, -2.91549, 0.50069], [-1.54170, 2.91656, 1.96417], [-1.51440, 1.11009, 1.58547], [-0.54021, 0.37372, 2.95415], [-3.23631, 0.68771, 2.17630], [-4.13267, -0.03118, 1.37829], [-5.41490, -0.34296, 1.85303], [-5.82549, 0.08475, 3.12082], [-4.94381, 0.82202, 3.92042], [-3.65514, 1.10530, 3.45928], [-1.97909, 3.43388, 1.09951], [-0.53117, 3.29130, 2.14721], [-2.17316, 3.13010, 2.83405], [-1.08252, 0.47163, 3.90304], [-0.39361, -0.68896, 2.72149], [0.44055, 0.85066, 3.02803], [-3.83513, -0.35069, 0.38044], [-6.09650, -0.92149, 1.22652], [-6.82630, -0.15334, 3.48586], [-5.25412, 1.17710, 4.90480], [-2.97522, 1.66390, 4.10870]],
  "mulliken_spin": [0.204, 0.221, 0.173, 0.334, 0.440, 1.624, 0.316, -0.044, -0.008, 0.313, 0.012, -0.012, -0.001, 0.009, 0.002, 0.014, 0.029, -0.012, 0.022, 0.002, -0.009, 0.000, 0.034, 0.006, 0.007, 0.004, 0.012, 0.000, 0.005, 0.004, 0.017, 0.007, -0.058, -0.003, 0.018, 0.008, 0.024, -0.003, 0.007, 0.000, 0.693, 0.201, -0.084, 0.119, 0.040, 0.076, 0.042, -0.038, 0.011, 0.010, 0.002, 0.013, 0.126, 0.049, -0.005, 0.008, 0.002, 0.000, 0.001, 0.001, -0.003, 0.000, 0.001, 0.010, 0.002, -0.005, 0.010, 0.000, 0.000, 0.000, 0.002]
}

---

{
  "formula": "C29H40LuN4O9Si3",
  "method": "the ωB97M-V functional and the def2-TZVPD basis",
  "charge": -1,
  "homo_lumo_gap_ha": 0.249,
  "lumo_ha": 0.0489,
  "mol_weight_g_mol": 847.88,
  "elements": ["Lu", "O", "C", "O", "C", "C", "C", "C", "C", "N", "C", "O", "O", "H", "H", "H", "C", "O", "Si", "C", "C", "C", "Si", "C", "C", "C", "Si", "C", "C", "C", "H", "H", "H", "H", "H", "H", "H", "H", "H", "H", "H", "H", "H", "H", "H", "H", "H", "H", "H", "H", "H", "H", "H", "H", "H", "H", "H", "O", "C", "O", "C", "C", "C", "C", "C", "C", "N", "O", "O", "H", "H", "H", "H", "N", "C", "C", "C", "C", "C", "N", "H", "H", "H", "H", "H", "H"],
  "positions_angstrom": [[-0.10260, 0.24139, 0.08922], [-3.80801, -0.05961, -2.12674], [-2.96023, 0.01276, -1.25103], [-1.79285, -0.52717, -1.23157], [-3.24644, 0.87083, -0.02540], [-4.33039, 1.71704, 0.08272], [-4.39057, 2.56033, 1.18771], [-3.36061, 2.55413, 2.12129], [-2.31253, 1.67369, 1.92406], [-2.28890, 0.83879, 0.89367], [-1.03489, 1.67164, 2.75664], [-0.96654, 2.42545, 3.71772], [-0.13704, 0.88341, 2.29203], [-5.07707, 1.71361, -0.69950], [-5.22448, 3.24254, 1.30435], [-3.33322, 3.21752, 2.97498], [3.29273, 0.00582, -1.22659], [2.26866, -0.43263, -0.34622], [2.41330, -1.76310, 0.71091], [3.41372, -3.08497, -0.16260], [3.51489, -1.16124, 2.09858], [0.67199, -2.06368, 1.07555], [0.45715, -2.60828, 2.82448], [-1.28872, -3.18109, 3.22369], [0.90777, -1.33715, 4.13676], [1.56484, -4.09408, 3.23101], [-0.18972, -3.15606, -0.15833], [-2.06573, -3.14164, 0.03842], [0.24576, -4.99215, -0.00952], [0.28634, -2.70611, -1.93054], [4.25551, 0.06151, -0.70802], [3.02762, 0.99216, -1.60205], [3.38542, -0.67928, -2.07262], [4.46585, -2.79793, -0.26829], [3.01694, -3.31875, -1.15412], [3.37364, -4.00248, 0.43559], [4.46451, -0.79093, 1.69563], [3.74556, -1.97404, 2.79509], [3.03829, -0.35778, 2.66835], [-2.02061, -2.38080, 3.06921], [-1.33452, -3.48676, 4.27485], [-1.58853, -4.03346, 2.60882], [0.73328, -0.31648, 3.79043], [1.95736, -1.43023, 4.43418], [0.29624, -1.50066, 5.03160], [1.38063, -4.93600, 2.55906], [1.38767, -4.43275, 4.25962], [2.62733, -3.83263, 3.15050], [-2.40972, -4.07290, 0.49824], [-2.55386, -3.03122, -0.93344], [-2.39594, -2.31130, 0.66573], [-0.10733, -5.39781, 0.94417], [1.32666, -5.16129, -0.07004], [-0.23560, -5.56453, -0.81196], [0.45662, -1.63840, -2.08881], [-0.51728, -2.99604, -2.61426], [1.19621, -3.23714, -2.22553], [0.56818, 0.90660, -2.01423], [-0.43468, 1.65432, -2.17214], [-1.06606, 2.12151, -1.19293], [-0.91543, 1.96205, -3.56103], [-2.11846, 2.62926, -3.74232], [-2.56780, 2.91443, -5.01969], [-1.79511, 2.51754, -6.09491], [-0.60037, 1.83861, -5.93984], [-0.16470, 1.55709, -4.65692], [-2.26492, 2.82833, -7.46238], [-3.25015, 3.52997, -7.57275], [-1.54194, 2.52140, -8.38902], [-2.70079, 2.90300, -2.87349], [-3.50295, 3.42560, -5.19432], [-0.04018, 1.53868, -6.81322], [0.75533, 1.01548, -4.48438], [-0.44770, 4.22406, 0.54614], [0.71702, 3.80826, 1.14035], [1.31619, 4.60047, 2.13604], [2.49807, 4.19598, 2.69522], [3.08933, 3.01432, 2.24891], [2.42748, 2.30065, 1.28028], [1.25600, 2.65962, 0.72640], [-1.06130, 4.78537, 1.10972], [-0.88850, 3.55614, -0.07362], [0.81725, 5.50771, 2.45322], [2.96355, 4.78584, 3.47552], [4.01865, 2.64579, 2.66118], [2.83540, 1.35980, 0.93650]],
  "lowdin_charge": [1.814, 0.054, -0.601, -0.182, -0.183, 0.008, -0.039, -0.001, -0.180, 0.068, -0.607, 0.046, -0.191, 0.118, 0.103, 0.115, -0.133, -0.425, 0.263, -0.152, -0.155, -0.501, 0.361, -0.185, -0.178, -0.182, 0.359, -0.190, -0.190, -0.174, 0.083, 0.078, 0.091, 0.032, 0.018, 0.031, 0.034, 0.026, 0.026, 0.031, 0.027, 0.011, 0.005, 0.019, 0.030, 0.009, 0.028, 0.010, 0.024, 0.032, 0.015, 0.014, 0.015, 0.030, 0.003, 0.039, 0.017, -0.108, -0.592, -0.099, -0.094, 0.017, 0.016, -0.144, 0.009, 0.015, -0.352, 0.066, 0.064, 0.123, 0.118, 0.116, 0.123, 0.153, -0.380, -0.028, -0.076, -0.072, -0.141, 0.091, 0.095, 0.053, 0.108, 0.104, 0.098, 0.075]
}